One molecule with the formula C4H9NOS at a distorted geometry, computed with ωB97M-V/def2-TZVPD.

Last column: natural (NBO) charge in e.
Cartesian coordinates (Å):
1 C -0.43894 0.66544 0.74360  -0.0657
2 C 0.65444 -0.43354 0.54795  -0.3234
3 C -0.35436 -1.36847 -0.19515  -0.4551
4 C -1.47831 -0.49496 0.36404  0.0975
5 H -1.38223 1.97405 -0.47485  0.3726
6 H 0.08414 1.71889 -0.95446  0.3558
7 H -0.46483 1.00591 1.77998  0.1928
8 H 0.89878 -0.88155 1.57658  0.2251
9 H 2.94094 -1.18114 -0.10584  0.1418
10 H -0.31341 -1.15464 -1.31340  0.2161
11 H -0.44523 -2.41424 -0.04071  0.2119
12 H -1.98447 -0.92005 1.28308  0.1588
13 H -2.99193 -0.87546 -0.80754  0.4796
14 N -0.43696 1.86634 -0.12106  -0.8226
15 O -2.42986 -0.12110 -0.56061  -0.7254
16 S 2.24118 0.02636 -0.27332  -0.0597

Atomic forces in eV per Å
C -0.177 -0.422 -0.535
C 0.776 -1.367 1.091
C 0.146 2.133 -1.365
C 0.129 -0.147 1.471
H -0.168 0.173 0.195
H 0.771 -0.296 -0.712
H -0.264 -0.110 -0.083
H -0.265 0.765 -1.463
H -0.945 1.182 -0.096
H 0.062 -0.323 1.314
H 0.437 -0.966 0.366
H 0.708 0.379 -0.718
H 0.386 0.390 0.231
N -0.552 -0.795 0.734
O -1.205 0.420 -0.818
S 0.162 -1.017 0.388

Calculated values
Energy above the lowest of the compared OMol25 structures with the same formula, charge and spin: 49.0 kcal per mole
F_max: 2.54 eV/Å
SMILES: N[C@@H]1[C@H](S)C[C@@H]1O
HOMO-LUMO gap: 9.646 eV
HOMO energy: -9.0 eV